The following is a quantum chemistry calculation of a molecular structure, C12H11ClCoNO4SSe3Te, from the OMol25 dataset.

Element x y z (Å)
Co: -3.019 0.696 -0.568
O: -5.073 -0.696 2.191
Cl: -3.836 -0.844 1.559
O: -3.095 -1.938 2.039
O: -3.044 0.357 1.697
O: -4.038 -1.001 0.124
Se: -3.055 0.291 -2.953
Se: -4.099 2.030 -3.971
Te: -5.060 3.609 -2.168
Se: -4.259 2.594 -0.050
N: -1.031 0.690 -0.391
S: -0.167 0.259 0.894
C: 0.506 -1.373 0.452
C: 1.723 -1.772 0.979
C: 2.238 -3.005 0.622
C: 1.532 -3.825 -0.245
C: 0.305 -3.424 -0.748
C: -0.217 -2.191 -0.396
C: 1.359 1.196 0.566
C: 2.035 1.037 -0.634
C: 3.064 1.904 -0.952
C: 3.414 2.917 -0.073
C: 2.768 3.039 1.146
C: 1.729 2.180 1.467
H: -0.451 0.692 -1.228
H: 2.265 -1.117 1.645
H: 3.189 -3.324 1.021
H: 1.939 -4.785 -0.523
H: -0.246 -4.072 -1.411
H: -1.175 -1.864 -0.780
H: 1.764 0.245 -1.317
H: 3.584 1.793 -1.891
H: 4.187 3.618 -0.346
H: 3.063 3.810 1.842
H: 1.200 2.273 2.402

Computed properties:
Gap between HOMO and LUMO (spin up / spin down), eV: 6.902 / 5.375
Spin multiplicity: 5
E_HOMO (spin up / spin down), eV: -7.624 / -7.679


The following is a quantum chemistry calculation of a molecular structure, C12H11CoNO5S4, from the OMol25 dataset.

Element x y z (Å)
Co: -0.847 -0.766 1.240
S: -4.497 1.692 1.276
C: -3.172 0.726 1.351
S: -3.085 -0.985 1.211
S: -1.531 1.277 1.505
O: 5.522 -0.263 3.668
C: 5.240 0.018 2.493
O: 5.945 0.407 1.544
C: 3.736 -0.156 2.134
C: 3.291 0.120 0.847
C: 1.959 -0.048 0.532
N: 1.072 -0.472 1.435
C: 1.488 -0.737 2.684
C: 2.804 -0.594 3.068
C: 0.384 -1.232 3.589
O: 0.593 -1.553 4.734
O: -0.786 -1.288 2.995
H: 4.014 0.461 0.118
H: 1.577 0.149 -0.459
H: 3.114 -0.821 4.079
O: -0.773 -0.715 -0.723
S: -0.899 0.569 -1.548
C: -2.667 0.867 -1.831
C: -2.868 0.888 -3.340
C: -1.995 -0.238 -3.888
C: -0.628 -0.042 -3.241
H: -2.959 1.773 -1.304
H: -3.162 0.017 -1.357
H: -2.551 1.846 -3.759
H: -3.923 0.759 -3.585
H: -1.920 -0.212 -4.975
H: -2.409 -1.207 -3.603
H: -0.031 0.709 -3.759
H: -0.036 -0.949 -3.129

Computed properties:
Gap between HOMO and LUMO (spin up / spin down), eV: 6.902 / 6.889
Net charge: -1
Spin multiplicity: 1
E_HOMO (spin up / spin down), eV: -5.550 / -5.550


The following is a quantum chemistry calculation of 2 unconnected molecules or ions with the total composition C12H11F8N2O4S, from the OMol25 dataset.

Element x y z (Å)
N: -1.205 -1.631 3.916
C: -1.278 -0.746 2.655
C: -2.356 -1.326 1.537
N: -3.065 -0.188 0.836
S: -1.999 0.761 -0.173
O: -2.769 0.967 -1.536
O: -0.698 0.008 -0.537
C: -1.728 2.468 0.588
F: -2.628 3.393 -0.200
F: -2.261 2.561 1.999
C: -0.217 3.064 0.410
F: -0.283 4.512 0.836
F: 0.223 3.110 -1.029
C: 0.945 2.373 1.326
F: 1.730 1.299 0.627
F: 1.956 3.461 1.605
F: 0.514 1.879 2.652
C: -3.563 -2.235 2.253
O: -4.220 -1.849 3.361
O: -3.886 -3.509 1.553
H: -0.176 -1.849 4.046
H: -1.416 -0.982 4.734
H: -0.244 -0.680 2.104
H: -1.608 0.314 3.041
H: -1.763 -2.018 0.795
H: -3.526 0.370 1.587
F: 3.400 -2.729 -1.120
C: 3.181 -1.934 -2.176
C: 3.760 -2.250 -3.401
C: 3.528 -1.425 -4.502
C: 2.729 -0.288 -4.363
C: 2.158 0.023 -3.129
C: 2.380 -0.807 -2.031
H: 4.384 -3.133 -3.488
H: 3.969 -1.667 -5.466
H: 2.553 0.358 -5.221
H: 1.540 0.911 -3.022
H: 1.936 -0.586 -1.066

Computed properties:
Gap between HOMO and LUMO, eV: 5.979
Net charge: -1
Spin multiplicity: 1
E_HOMO, eV: -4.630


The following is a quantum chemistry calculation of a gas-phase ion, C12H11N2 (charge +1), from the OMol25 dataset.

Element x y z (Å)
C: -2.811 -0.071 1.405
C: -1.360 0.067 1.521
C: -0.861 -0.050 2.821
C: 0.543 0.106 3.070
C: 1.383 0.547 2.006
C: 0.996 0.433 0.695
C: -0.437 0.112 0.406
C: -0.760 -0.013 -0.894
C: 0.165 0.130 -2.000
C: 0.324 -0.661 -3.298
C: 1.654 -0.609 -3.536
N: 2.397 -0.187 -2.480
C: 1.627 0.234 -1.601
N: 1.906 0.527 -0.315
H: -3.087 0.817 0.918
H: -3.032 -0.898 0.849
H: -3.174 -0.098 2.387
H: -1.654 -0.099 3.659
H: 0.943 -0.078 4.044
H: 2.476 0.559 2.213
H: -1.703 -0.542 -1.272
H: -0.020 1.138 -2.374
H: -0.584 -0.837 -3.792
H: 2.102 -1.048 -4.322
H: 2.967 0.520 -0.110

Computed properties:
SMILES string: Cc1cccc2c1=C[C@@H]1C=CN=C1[NH+]=2
Gap between HOMO and LUMO (spin up / spin down), eV: 6.462 / 6.461
Relative energy (zero: lowest compared OMol25 entry of this formula, charge and spin), kJ/mol: 0.0
Net charge: +1
Spin multiplicity: 1
E_HOMO (spin up / spin down), eV: -12.267 / -12.267


The evaluated max |F| for the records listed, in turn: 1.648 0.094 8.586 3.860 eV/A.